Entry 1:
Density functional theory data (the ωB97M-V functional and the def2-TZVPD basis) for a molecular structure, C27H24Br2FeOZn in a non-equilibrium geometry.

The calculation puts the LUMO energy at 3.72 eV. For the highest occupied orbital energy, the calculation gives 0.047 hartree. Its electronic energy is -253323.255 eV. Its HOMO-LUMO gap is 2.43 eV. The calculation puts the energy relative to the best compared isomer or geometry (same formula, charge and spin) at 302.7 kJ/mol.

```
! wB97M-V def2-TZVPD RIJCOSX def2/J DEFGRID3
* xyz -2 1
C 0.60 -5.53 -1.38
O 1.73 -4.64 -1.27
C 1.59 -3.47 -0.61
C 2.57 -2.47 -0.84
C 2.41 -1.21 -0.31
C 1.27 -0.89 0.47
C 0.93 0.51 0.78
C 0.32 0.77 2.14
C 0.81 0.76 3.53
C -0.32 1.08 4.41
C -1.49 1.26 3.58
C -1.09 1.07 2.21
Fe -0.02 2.49 3.07
C 0.68 3.80 1.76
C 1.53 3.72 2.92
C 0.73 4.01 4.10
C -0.63 4.27 3.65
C -0.66 4.13 2.21
C 0.41 -1.94 0.83
C 0.50 -3.19 0.25
H 0.95 -6.33 -2.02
H 0.31 -5.90 -0.39
H -0.25 -5.01 -1.84
H 3.39 -2.74 -1.50
H 3.17 -0.45 -0.51
H 1.76 1.19 0.60
H 1.82 0.52 3.88
H -0.31 1.10 5.51
H -2.51 1.43 3.92
H -1.71 1.04 1.32
H 0.99 3.72 0.73
H 2.61 3.57 2.92
H 1.09 4.11 5.12
H -1.45 4.59 4.29
H -1.52 4.34 1.57
H -0.40 -1.75 1.54
H -0.26 -3.95 0.43
Br 3.52 -0.13 -5.63
Zn 2.56 -2.05 -4.97
Br 1.76 -4.08 -4.51
C -0.58 1.55 -3.50
C 0.14 1.80 -2.29
C -0.39 0.95 -1.28
C -1.43 0.15 -1.86
C -1.55 0.55 -3.28
C -2.50 -0.07 -4.11
C -3.33 -1.07 -3.60
C -3.19 -1.47 -2.25
C -2.28 -0.86 -1.38
H -0.40 2.00 -4.46
H 0.92 2.54 -2.17
H -0.07 0.94 -0.17
H -2.59 0.25 -5.15
H -4.07 -1.55 -4.24
H -3.84 -2.28 -1.89
H -2.20 -1.16 -0.33
*
```

Entry 2:
Density functional theory data (the ωB97M-V functional and the def2-TZVPD basis) for 6 unconnected molecules or ions with the total composition C27H24F45O5P.

The calculation puts the LUMO energy at 0.27 eV. For the highest occupied orbital energy, the calculation gives -0.355 hartree. Its electronic energy is -170199.778 eV. Its HOMO-LUMO gap is 9.93 eV.

```
! wB97M-V def2-TZVPD RIJCOSX def2/J DEFGRID3
* xyz 0 1
F -4.03 -1.08 4.24
C -4.09 -2.30 3.68
F -4.79 -2.17 2.56
F -4.77 -3.08 4.50
C -2.67 -2.85 3.42
F -2.29 -2.43 2.16
F -2.77 -4.23 3.39
P -1.22 -2.40 4.69
H -1.63 -1.05 4.71
H -1.71 -3.43 5.52
H -0.33 -2.79 3.67
H -0.14 -2.11 5.60
C -1.89 1.09 -0.69
C -0.93 0.37 0.27
C -1.18 0.50 1.77
F -1.08 1.78 2.18
F -0.22 -0.22 2.42
F 0.35 0.71 -0.01
F -1.07 -0.96 0.00
O -1.49 2.35 -1.20
C -1.74 3.52 -0.55
C -0.45 4.25 -0.17
F 0.33 3.48 0.61
F -0.76 5.37 0.53
F -2.54 3.36 0.51
F -2.38 4.33 -1.42
H -1.93 0.45 -1.57
H -2.90 1.13 -0.28
H -2.16 0.11 2.05
H 0.11 4.54 -1.07
C -1.31 -3.45 -1.87
C -2.77 -3.68 -1.46
C -3.03 -4.56 -0.24
F -2.57 -5.81 -0.42
F -4.36 -4.62 -0.03
F -3.48 -4.13 -2.51
F -3.25 -2.44 -1.12
O -0.79 -4.24 -2.92
C -0.21 -5.46 -2.71
C -0.95 -6.59 -3.44
F -2.24 -6.64 -3.05
F -0.36 -7.76 -3.13
F -0.05 -5.74 -1.41
F 1.03 -5.42 -3.27
H -1.30 -2.44 -2.28
H -0.65 -3.44 -1.00
H -2.55 -4.12 0.64
H -0.91 -6.42 -4.52
C 5.89 -1.31 1.58
C 6.38 -0.19 2.50
C 6.79 -0.57 3.93
F 5.75 -1.09 4.61
F 7.21 0.55 4.56
F 5.49 0.82 2.53
F 7.53 0.27 1.92
O 4.49 -1.47 1.43
C 3.75 -2.26 2.26
C 2.68 -1.46 3.02
F 3.24 -0.48 3.75
F 2.03 -2.30 3.86
F 4.51 -2.99 3.10
F 3.06 -3.13 1.48
H 6.22 -1.01 0.59
H 6.38 -2.26 1.81
H 7.61 -1.29 3.91
H 1.97 -1.02 2.32
C 1.97 6.15 2.51
C 1.01 6.62 3.61
C 0.25 7.93 3.39
F 1.10 8.97 3.27
F -0.54 8.15 4.46
F 1.64 6.65 4.80
F 0.04 5.66 3.68
O 3.35 6.42 2.67
C 3.93 7.59 2.27
C 4.54 8.37 3.44
F 3.60 8.65 4.37
F 5.04 9.54 2.97
F 3.10 8.35 1.55
F 4.97 7.26 1.47
H 1.92 5.07 2.54
H 1.62 6.45 1.52
H -0.37 7.86 2.49
H 5.34 7.79 3.90
C -3.60 -2.66 -5.89
C -2.93 -1.55 -5.07
C -3.32 -0.10 -5.35
F -3.02 0.25 -6.61
F -2.63 0.71 -4.51
F -1.58 -1.68 -5.11
F -3.32 -1.77 -3.78
O -2.88 -3.18 -6.99
C -2.95 -2.63 -8.24
C -1.59 -2.12 -8.73
F -1.09 -1.21 -7.88
F -1.75 -1.54 -9.94
F -3.89 -1.67 -8.33
F -3.30 -3.62 -9.09
H -3.67 -3.50 -5.20
H -4.61 -2.38 -6.16
H -4.39 0.05 -5.18
H -0.89 -2.96 -8.82
*
```

Entry 3:
Density functional theory data (the ωB97M-V functional and the def2-TZVPD basis) for a molecular structure, C27H25AlF5N3O2.

The calculation puts the LUMO energy at -0.12 eV. For the highest occupied orbital energy, the calculation gives -0.285 hartree. Its electronic energy is -57157.058 eV. Its HOMO-LUMO gap is 7.63 eV.

```
! wB97M-V def2-TZVPD RIJCOSX def2/J DEFGRID3
* xyz 0 1
Al 0.11 0.36 0.22
C 0.50 1.82 2.87
N 0.27 2.09 1.44
C 1.40 2.87 0.88
C 2.78 2.32 1.21
C 3.06 0.89 0.74
N 1.95 -0.04 1.00
C 2.20 -1.05 1.75
C 1.25 -2.00 2.25
C 1.73 -3.08 3.02
C 0.87 -3.99 3.58
C -0.51 -3.81 3.39
C -1.00 -2.76 2.66
C -0.13 -1.83 2.06
O -0.63 -0.85 1.35
C -0.95 2.92 1.31
C -2.23 2.16 1.64
C -2.69 1.31 0.45
N -1.59 0.90 -0.40
C -1.71 1.24 -1.72
C -1.22 -1.04 -2.59
C -2.35 -1.60 -3.14
C -2.57 -2.97 -2.98
C -1.66 -3.74 -2.27
C -0.52 -3.18 -1.71
C -0.32 -1.82 -1.89
O 0.73 -1.13 -1.37
H 0.65 2.76 3.41
H 1.36 1.18 3.02
H -0.37 1.30 3.28
H 1.34 3.89 1.28
H 1.25 2.93 -0.20
H 2.97 2.41 2.28
H 3.51 2.96 0.72
H 3.96 0.51 1.24
H 3.24 0.89 -0.32
H 3.23 -1.19 2.10
H 2.80 -3.18 3.16
H 1.24 -4.82 4.16
H -1.20 -4.52 3.84
H -2.07 -2.63 2.51
H -0.99 3.29 0.29
H -0.83 3.78 1.98
H -3.01 2.87 1.92
H -2.08 1.52 2.51
H -3.40 1.89 -0.15
H -3.23 0.43 0.83
H -2.73 1.19 -2.11
H -3.07 -1.00 -3.69
H -3.45 -3.43 -3.40
H -1.84 -4.80 -2.15
H 0.19 -3.77 -1.14
F -1.35 2.64 -1.97
C -0.75 0.41 -2.57
C 0.63 0.32 -1.82
C 1.74 0.59 -2.73
F 3.01 0.45 -2.26
C 1.65 1.02 -3.98
F 2.74 1.36 -4.68
C 0.37 1.19 -4.65
F 0.39 1.58 -5.93
C -0.73 0.94 -3.98
F -1.94 1.05 -4.56
*
```

Entry 4:
Density functional theory data (the ωB97M-V functional and the def2-TZVPD basis) for a molecular structure, C27H25AuF5N5S.

The calculation puts the LUMO energy (alpha / beta) at -0.22 / -0.22 eV. For the highest occupied orbital energy (alpha / beta), the calculation gives -0.257 / -0.257 hartree. Its electronic energy is -63968.650 eV. Its HOMO-LUMO gap (alpha / beta) is 6.77 / 6.77 eV. The calculation puts the energy relative to the best compared isomer or geometry (same formula, charge and spin) at 155.7 kJ/mol.

```
! wB97M-V def2-TZVPD RIJCOSX def2/J DEFGRID3
* xyz 0 1
Au 0.91 -0.59 -0.93
C 4.33 0.02 1.28
N 3.88 0.16 -0.06
C 3.78 1.50 -0.57
C 2.41 2.07 -0.43
N 1.27 1.47 -0.57
C 0.28 2.45 -0.39
C -1.11 2.34 -0.43
C -1.83 3.50 -0.22
C -1.20 4.73 0.00
C 0.18 4.85 0.04
C 0.90 3.67 -0.16
N 2.26 3.39 -0.20
C 3.17 0.07 2.20
N 1.94 0.22 1.83
C 1.21 0.22 3.00
C -0.16 0.35 3.18
C -0.65 0.31 4.47
C 0.21 0.16 5.57
C 1.58 0.03 5.41
C 2.06 0.07 4.11
N 3.33 -0.02 3.56
H 5.05 0.80 1.58
H 4.86 -0.94 1.40
H 4.37 -0.46 -0.69
H 4.05 1.52 -1.63
H 4.46 2.18 -0.05
H -1.57 1.38 -0.60
H -2.91 3.46 -0.25
H -1.80 5.62 0.15
H 0.67 5.80 0.21
H 3.01 4.04 -0.05
H -0.82 0.45 2.32
H -1.71 0.40 4.65
H -0.21 0.13 6.57
H 2.24 -0.09 6.26
H 4.19 -0.16 4.06
F -6.85 0.17 -2.36
C -5.66 -0.10 -1.82
C -4.50 0.34 -2.41
F -4.55 1.04 -3.55
C -3.28 0.04 -1.84
F -2.19 0.52 -2.47
C -3.14 -0.71 -0.66
S -1.61 -1.15 0.06
C -4.35 -1.11 -0.08
F -4.34 -1.80 1.06
C -5.58 -0.82 -0.64
F -6.70 -1.23 -0.04
C 1.26 -3.14 -3.44
C 0.07 -3.18 -2.46
C -0.31 -4.64 -2.16
C -1.12 -2.47 -3.11
C 0.50 -2.46 -1.22
H 0.96 -3.62 -4.37
H 2.13 -3.67 -3.04
H 1.55 -2.10 -3.64
H -0.60 -5.15 -3.08
H -1.15 -4.68 -1.46
H 0.53 -5.18 -1.72
H -1.36 -2.99 -4.04
H -0.87 -1.44 -3.34
H -1.98 -2.47 -2.45
H 0.50 -3.11 -0.34
*
```